Version a
This record from OMol25 describes a 13-piece molecular cluster, C17H60O13 overall. The level of theory is ωB97M-V/def2-TZVPD.

Kohn-Sham gap	9.45	eV

Geometry as XYZ:
```
90
Properties=species:S:1:pos:R:3:mulliken_charge:R:1
O 3.60154 4.40089 -18.18829 -0.1037
O 1.37309 5.86181 -17.16463 -0.5679
O 3.66367 3.17963 -14.48906 -0.4619
O 5.25233 5.01173 -15.94545 -0.5715
O 7.56209 3.44465 -16.72859 -0.5848
O 4.62440 8.14278 -22.25298 -0.5760
O 2.40719 1.13360 -16.15548 -0.6116
O 1.98508 6.94124 -22.27587 -0.6079
O 7.71566 3.53986 -19.51375 -0.4953
O 2.77120 0.26387 -20.50613 -0.3306
O 5.13194 -1.11567 -20.08198 -0.5655
O -1.75519 2.52966 -21.16344 -0.5570
O 4.42098 1.89222 -22.14333 -0.3624
C 3.51492 -0.88026 -16.86269 -1.3114
C 4.36163 2.59153 -13.38161 -0.1176
C 3.65148 0.60051 -16.62764 1.5238
C 1.64608 -0.58676 -20.49440 -0.8274
C 3.63018 2.61923 -23.09271 0.4480
C 4.05830 2.28956 -24.50519 -1.3700
C 5.23789 7.64365 -21.07740 -0.5466
C 4.28364 3.55748 -19.11424 0.8994
C 7.23795 2.11779 -16.34306 0.2072
C 9.04287 3.79184 -20.02323 -0.7341
C 3.45703 1.57380 -12.76975 -1.1383
C 0.27017 2.53352 -19.85314 -0.5651
C 1.78607 6.38128 -20.96971 0.6161
C 0.33389 6.54878 -20.56415 -1.1234
C 0.97605 4.61776 -16.57277 0.1145
C -0.32314 2.71158 -21.23342 -0.4194
C 6.17472 -0.25305 -19.58578 -0.5180
H 2.39637 6.90899 -20.22069 0.1460
H 4.63938 7.96816 -20.23216 0.2376
H 5.28184 6.55289 -21.07290 0.1810
H 0.13692 1.98706 -21.93086 0.2565
H 3.62020 2.99135 -25.22675 0.3843
H 2.62180 1.96942 -15.70318 0.1640
H 6.24986 8.04283 -20.96010 0.3857
H 0.14402 1.52515 -19.46455 0.4688
H 0.22122 6.30678 -19.50395 0.2095
H -2.10855 2.45871 -22.05451 0.3025
H -0.33192 5.86320 -21.09503 0.2504
H 0.03158 7.57259 -20.76657 0.3924
H 4.28474 -1.26627 -17.53327 0.2093
H 3.69597 1.30144 -24.79277 0.3020
H 5.68626 0.62738 -19.16690 -0.1529
H 2.96704 0.99865 -13.56121 0.2362
H 3.55267 -0.31219 -20.38474 0.1536
H 7.57271 3.47076 -17.70574 0.4628
H 6.16861 4.68582 -16.10814 0.3358
H 4.00704 0.85760 -12.15352 0.3572
H 0.84752 3.82762 -17.31636 -0.1852
H 6.34822 2.12032 -15.70744 -0.1797
H 5.19315 7.92965 -22.99933 0.2928
H 9.49874 2.88802 -20.42545 0.2930
H 7.04413 1.48924 -17.21353 -0.1835
H 2.56205 -1.14685 -17.33725 0.2368
H 4.00765 1.16575 -17.49778 -0.6004
H 4.19829 4.59145 -17.44258 0.1484
H 5.30753 2.14412 -13.71696 0.2125
H 6.76469 -0.73524 -18.80450 0.4332
H 5.32638 5.91582 -15.61560 0.2167
H 4.49299 4.10141 -20.04111 -0.0017
H 7.24924 3.00663 -20.17116 0.2395
H 5.56626 -1.94945 -20.29027 0.2693
H 5.22296 3.15898 -18.71587 -0.4494
H 2.68839 2.02079 -12.14185 0.3270
H 4.23332 3.82508 -14.94689 0.2547
H 2.86265 7.35069 -22.32144 0.4104
H 2.08612 5.32143 -20.95177 -0.2118
H 1.82788 -1.50978 -21.05262 0.3349
H 3.66208 2.69292 -19.37075 -0.4608
H 9.02146 4.56967 -20.79211 0.2637
H 1.34851 -0.84564 -19.47163 0.2686
H 3.82829 1.30002 -21.64444 0.4486
H 0.01954 4.76620 -16.06967 0.3750
H 2.58365 2.32666 -22.97555 -0.0549
H 1.68012 4.23300 -15.82054 -0.0573
H 3.75256 3.68610 -22.89548 0.1706
H 3.49875 -1.44287 -15.92880 0.4087
H 2.05325 5.64149 -17.82537 0.3535
H -0.17030 3.23822 -19.14786 0.3480
H 1.34924 2.71431 -19.87592 -0.1394
H 4.41606 0.74252 -15.83687 -0.0248
H 6.81952 0.09315 -20.39853 0.4451
H 0.78926 -0.08153 -20.93628 0.2209
H 4.61145 3.38072 -12.65773 0.3748
H 8.06789 1.68859 -15.77805 0.3361
H -0.07142 3.70425 -21.63353 0.2401
H 9.65104 4.16116 -19.20154 0.2944
H 5.14081 2.33620 -24.60844 0.3077
```


Version b
This record from OMol25 describes a 13-piece molecular cluster, C17H60O13 overall. The level of theory is ωB97M-V/def2-TZVPD.

Kohn-Sham gap	9.86	eV

Geometry as XYZ:
```
90
Properties=species:S:1:pos:R:3:mulliken_charge:R:1
O 0.37701 -0.36402 -1.20438 1.3126
O 3.27412 -1.68277 3.29193 -0.5695
O -0.36469 4.96079 0.43362 -0.4714
O -1.64961 -2.52291 -0.74546 -0.6297
O -2.06119 0.41572 -5.34337 -0.5441
O 2.16491 3.27746 2.37485 -0.5614
O -2.50058 -0.93126 1.81289 -0.0794
O -4.49481 2.83225 3.85332 -0.5753
O 3.34308 -0.36327 -0.65358 -0.5410
O 1.82616 1.92410 -2.28412 -0.2808
O 1.98037 -2.23055 -4.90667 -0.6376
O -5.33255 -0.48541 -0.69468 -0.6102
O 3.37299 -3.16745 -2.76367 -0.6569
C -2.95715 2.45740 2.10976 -0.4971
C -4.12525 0.23113 -1.09604 -0.1506
C 1.78089 2.54650 -3.55688 -0.8037
C 2.06036 -2.27982 2.83374 0.1437
C 2.22394 -3.19970 -1.98220 0.2640
C 1.04616 1.32147 3.44351 -0.7657
C 0.84943 2.62288 2.58185 0.2587
C -0.66904 -3.42197 -0.32523 0.6768
C -1.94230 -1.19713 3.12317 -0.4892
C -1.73141 0.51558 -3.91143 -0.2568
C -1.29466 -4.43531 0.61407 -1.4323
C 1.46578 -0.95556 -4.58961 -0.4328
C 0.57821 4.43896 -0.48294 0.0751
C -0.15115 0.51299 -0.23787 -0.3350
C 3.68298 0.36196 0.49872 0.0520
C 2.35295 -3.40554 1.87576 -0.9307
C -3.54791 1.88511 3.38416 -0.3235
H -2.98869 0.36257 -5.43973 0.3037
H -0.05112 -2.87461 0.39502 -0.3893
H 1.49492 4.94888 -0.20040 0.3943
H -1.62812 -0.25268 3.48983 -0.0410
H 2.97488 -2.98051 1.07469 0.0845
H 3.10637 -1.39203 4.22291 0.3408
H 1.68214 -0.28514 -5.43301 0.2964
H -0.88392 1.12963 -3.69082 0.0247
H 2.74309 3.02263 -3.89354 0.2650
H -2.53596 1.12108 -3.41894 0.2806
H -2.36142 1.71191 1.52715 -0.2837
H 0.23553 3.30616 3.04218 0.7768
H 2.42247 -2.63199 -1.08569 -0.1167
H -4.27268 1.12692 -0.54176 0.1827
H 0.56430 1.28562 -0.19050 0.0092
H 0.80323 3.40573 -0.40364 -0.4788
H -1.16179 0.81345 -0.44123 0.0361
H -2.28953 3.29197 2.24813 0.4271
H 2.14043 4.10440 2.81400 0.2791
H 0.22880 0.63936 3.21546 -0.2638
H 0.35617 4.66460 -1.49393 0.4283
H 4.71882 0.34528 0.82463 0.3666
H 0.37962 2.42993 1.60394 -0.4717
H 2.81353 -4.19696 2.50775 0.3935
H 4.13818 -3.18141 -2.22506 0.3734
H 1.41355 1.81774 -4.25748 0.2108
H 2.20047 2.55385 -1.72379 0.1647
H 2.35178 -2.66493 -4.11363 0.3552
H 1.99314 -4.23168 -1.76724 0.3977
H -2.71554 1.79342 3.96844 0.2809
H -1.28283 -2.08167 3.07113 0.0927
H -0.14392 -0.08877 0.72955 -0.1597
H 0.00247 -3.78308 -1.07432 0.3383
H -4.07490 0.91902 3.18740 0.1334
H -0.33686 5.91017 0.33921 0.2938
H -5.14144 -1.39077 -0.59041 0.3102
H 3.22456 -0.00838 1.35681 -0.2179
H 3.29526 1.36941 0.15934 0.0595
H 0.39339 -0.98030 -4.37232 0.2564
H -1.57078 -3.93035 1.49220 0.2408
H 1.51281 -3.83460 1.42783 0.1245
H 1.52535 -2.54531 3.69960 0.6888
H 1.34215 -2.56920 -2.25250 -0.1909
H 1.92730 0.67854 3.20943 0.2097
H -3.25039 -0.39681 -0.88284 0.0252
H 0.73750 0.10513 -1.96393 -0.4555
H -4.05586 3.64110 4.02059 0.3259
H 2.39643 -0.45695 -0.79331 0.0757
H 0.98872 1.47080 4.47982 0.5209
H -2.23122 -4.94552 0.25356 0.3325
H -3.76272 2.81214 1.51044 0.4739
H -1.14485 -1.75674 -1.07823 -0.0249
H 2.03965 -0.64630 -3.69702 0.1719
H -2.97134 -1.70523 1.51111 0.1466
H -2.78366 -1.39187 3.77174 0.4311
H 1.44500 -1.51362 2.32588 -0.2839
H 1.05330 3.29713 -3.43259 0.3699
H -4.24886 0.60214 -2.10444 0.2963
H -0.68468 -5.25259 0.89699 0.4316
H -1.62930 -0.37237 -3.26766 0.1481
```


Which of them is the most stable, and which is the least stable? version a and version b, in that order.


Version a
This record from OMol25 describes FI2PS as an isolated structure. The level of theory is ωB97M-V/def2-TZVPD.

Kohn-Sham gap (spin up / spin down)	6.89 / 6.88	eV

Geometry as XYZ:
```
5
Properties=species:S:1:pos:R:3:mulliken_charge:R:1
I 2.05581 -2.47850 -0.06922 0.0818
I 3.02049 1.75696 -0.01066 -0.2211
S -0.12797 -0.56062 -0.51274 0.2333
P 1.10892 -0.41969 1.04224 0.1394
F -0.95225 0.83883 -0.35888 -0.2334
```


Version b
This record from OMol25 describes a 2-piece molecular cluster, FI2PS overall. The level of theory is ωB97M-V/def2-TZVPD.

Kohn-Sham gap (spin up / spin down)	5.45 / 5.46	eV

Geometry as XYZ:
```
5
Properties=species:S:1:pos:R:3:mulliken_charge:R:1
I -2.17901 2.21606 -0.08136 0.1590
I -2.24084 -1.90050 -0.23798 0.2174
S -0.12960 -0.06665 2.13688 -0.0924
P -1.01542 0.05215 0.48477 0.3513
F 1.29451 -0.63746 -1.33694 -0.6353
```


Which of them is the most stable, and which is the least stable? version a and version b, in that order.


Version a
This record from OMol25 describes C12H17N3O6PRuS5 as an isolated structure. The level of theory is ωB97M-V/def2-TZVPD.

Kohn-Sham gap (spin up / spin down)	6.02 / 6.11	eV
multiplicity	2
expectation value of S²	0.773
total charge	-2

Geometry as XYZ:
```
45
Properties=species:S:1:pos:R:3:lowdin_spin:R:1
Ru 0.45720 -0.34164 -0.35966 0.8451
S 2.80548 0.33781 1.23692 0.0014
S -1.01447 2.00872 0.46094 -0.0040
S 2.79078 0.64950 -0.78829 -0.0535
S 0.99951 -1.41851 -2.81143 0.0331
S -2.05542 -0.64470 -1.66714 0.1198
P -1.82497 1.28250 -1.21470 0.0013
O -3.35014 1.82182 -1.35543 0.0047
O 3.62179 1.39195 1.81741 -0.0031
O -1.23766 2.13463 -2.48525 -0.0004
O -0.86795 -1.23572 1.26357 0.0391
O 3.39291 -0.98009 1.42581 0.0003
O 1.39918 0.43196 1.63837 0.0144
N 2.34923 -3.65421 -3.10028 0.0015
N 1.89882 -3.13944 -0.92170 -0.0020
N 1.23324 -2.45457 0.02976 -0.0115
C -4.49244 3.23717 0.22201 0.0000
C -0.27131 -1.47675 2.35034 0.0018
C 1.79412 -2.79946 -2.16091 0.0027
C 0.99395 -2.00639 4.83560 0.0044
C 0.95536 -2.23695 2.42446 0.0043
C 0.42603 1.70992 -4.17436 0.0000
C -0.81276 -1.01790 3.58959 0.0040
C -0.19148 -1.26189 4.78157 -0.0002
C 0.14673 2.23015 -2.77647 -0.0006
C 1.54474 -2.47819 3.67128 -0.0010
C -3.67471 3.16458 -1.05871 0.0003
C 1.61086 -2.69488 1.25519 -0.0023
H -4.74642 4.27080 0.44842 0.0000
H 3.08663 -4.24249 -2.74046 0.0001
H -0.10399 2.30359 -4.91902 0.0000
H 2.48147 -3.34150 1.38568 -0.0006
H 2.48300 -3.02033 3.68702 -0.0002
H -0.60797 -0.86067 5.69825 -0.0001
H -1.71318 -0.42221 3.53603 0.0002
H 0.10386 0.67513 -4.23950 0.0000
H 2.55249 -3.19789 -3.97701 0.0007
H 0.74031 1.65036 -2.04349 -0.0003
H -4.24837 3.54675 -1.91294 0.0000
H 1.49632 1.74292 -4.35286 0.0000
H -5.40180 2.64940 0.11726 0.0000
H 0.42813 3.28743 -2.68860 0.0000
H -2.75757 3.75240 -0.94997 0.0001
H 1.47932 -2.18075 5.78835 0.0004
H -3.89885 2.82764 1.03432 0.0000
```


Version b
This record from OMol25 describes C12H17N3O6PRuS5 as an isolated structure. The level of theory is ωB97M-V/def2-TZVPD.

Kohn-Sham gap (spin up / spin down)	6.21 / 5.90	eV
multiplicity	2
expectation value of S²	0.833
total charge	-2

Geometry as XYZ:
```
45
Properties=species:S:1:pos:R:3:lowdin_spin:R:1
Ru -1.57933 0.38903 0.08980 0.2120
S -4.10468 1.91800 2.69818 0.0043
S -1.82964 0.93742 -2.31047 -0.0171
S -2.49523 2.34703 1.29604 0.0209
S 0.05117 -1.27191 -0.15643 0.0448
S -3.22409 -0.94455 0.17816 0.5009
P -3.60940 0.08952 -2.99004 -0.0055
O 0.00664 1.87577 -0.23263 0.0116
O -5.25924 2.06286 1.83707 0.0023
O -4.74095 1.29917 -2.76281 -0.0002
O -3.84116 0.59155 3.20335 0.0058
O -3.91570 2.98228 3.66684 0.0043
O -3.49673 0.32824 -4.62617 -0.0026
N -0.88196 0.45783 1.85388 0.1248
N 0.15548 -0.23914 2.32810 0.0253
N 1.61242 -1.96647 1.91120 0.0102
C -3.24108 1.61561 -5.17520 -0.0007
C -6.11846 2.76321 -1.46736 0.0003
C 1.88983 4.19029 2.63659 0.0014
C 1.73193 3.36630 0.36609 0.0012
C -4.46722 2.11481 -5.91650 0.0000
C 0.58965 -1.13310 1.47574 0.0242
C 2.35572 4.14300 1.32391 0.0003
C 0.13288 2.64945 2.02188 0.0049
C 0.77330 3.43041 2.96634 0.0008
C 0.59214 2.58748 0.67733 0.0002
C -1.06560 1.81729 2.34917 0.0113
C -4.97771 1.77188 -1.43672 0.0035
H -4.06791 2.24467 -1.05979 -0.0001
H 1.63665 -2.85404 1.43696 0.0014
H 2.38383 4.80169 3.38178 0.0001
H -5.29513 2.22450 -5.21645 0.0000
H 2.09540 3.33080 -0.65396 0.0000
H -5.21161 0.94053 -0.76687 0.0056
H -2.38903 1.51959 -5.85575 0.0000
H 3.22778 4.72665 1.04379 0.0000
H -6.30320 3.12298 -0.45427 0.0000
H -2.95774 2.31463 -4.38643 -0.0002
H -1.34310 1.85183 3.40436 0.0034
H 0.38331 3.44334 3.97950 0.0001
H -7.02806 2.29320 -1.84900 0.0000
H 1.65122 -2.03670 2.91661 0.0003
H -4.75988 1.40644 -6.69499 0.0000
H -5.87325 3.61127 -2.11139 0.0001
H -4.26499 3.08289 -6.38458 0.0000
```


Which of them is the most stable, and which is the least stable? version b and version a, in that order.


Version a
This record from OMol25 describes a 2-piece molecular cluster, CH5S3 overall. The level of theory is ωB97M-V/def2-TZVPD.

Kohn-Sham gap	6.25	eV
total charge	-1

Geometry as XYZ:
```
9
Properties=species:S:1:pos:R:3:mulliken_charge:R:1
S 0.30604 -1.00024 0.77855 -0.1605
S 0.86761 -0.67731 -1.16823 -0.6183
S -2.49343 -0.67435 -1.92055 -0.3841
C 1.06422 0.50625 1.62053 -0.7712
H -2.18654 0.08056 -2.99453 0.0842
H 0.28591 1.05962 2.15494 0.2465
H 1.92917 0.33924 2.25888 0.2552
H 1.36330 1.13165 0.77990 0.2360
H -1.13628 -0.76541 -1.50949 0.1123
```


Version b
This record from OMol25 describes a 2-piece molecular cluster, CH5S3 overall. The level of theory is ωB97M-V/def2-TZVPD.

Kohn-Sham gap	6.23	eV
total charge	-1

Geometry as XYZ:
```
9
Properties=species:S:1:pos:R:3:mulliken_charge:R:1
S -0.19603 -0.38135 2.43411 -0.5675
S -1.53144 0.23181 0.96232 -0.1745
S 2.51310 -0.84019 0.33533 -0.3871
C -1.11999 0.41625 -0.79779 -0.5933
H -0.17624 -0.09494 -1.08476 0.1539
H -1.98772 -0.01213 -1.29720 0.2149
H -1.08024 1.52525 -1.07582 0.1836
H 1.33118 -0.73314 1.21342 0.1164
H 2.24738 -0.11156 -0.68960 0.0536
```


Which of them is the most stable, and which is the least stable? version a and version b, in that order.


Version a
This record from OMol25 describes one molecule with the formula C8H10N4. The level of theory is ωB97M-V/def2-TZVPD.

Kohn-Sham gap	8.80	eV
SMILES string	CCNc1nccn2ccnc12

Geometry as XYZ:
```
22
Properties=species:S:1:pos:R:3:mulliken_charge:R:1
N -0.78312 0.02066 -1.95812 -0.6685
N 0.61654 1.16799 0.20715 -0.1905
N 0.83845 -1.04544 1.16230 -0.6459
N -0.69104 -1.94560 -0.97277 0.1556
C -1.39390 -2.13463 -2.04788 -0.3803
C 0.52082 3.21904 1.43422 -1.1551
C -0.41508 -0.67113 -0.85359 0.5255
C -1.46861 -0.86730 -2.67806 -0.5477
C 0.48406 -0.16252 0.20147 0.2447
C 1.28681 1.96696 1.22783 -0.3132
C -0.21001 -2.77029 -0.05811 -0.1206
C 0.50712 -2.32732 1.00484 -0.3806
H 0.00057 1.62870 -0.49964 0.3475
H 0.29856 3.84379 0.54033 0.2994
H -1.97210 -0.57064 -3.50856 0.5407
H -0.41580 2.82936 1.84850 0.3072
H -0.60100 -3.82067 0.09106 0.2256
H 2.31668 2.17670 0.95925 0.2704
H 0.66424 -2.96584 1.88563 0.3727
H 1.48874 1.35425 2.22366 0.2810
H -1.93634 -2.91192 -2.39709 0.4964
H 0.86441 3.98585 2.18760 0.3359
```


Version b
This record from OMol25 describes a 2-piece molecular cluster, C8H10N4 overall. The level of theory is ωB97M-V/def2-TZVPD.

Kohn-Sham gap	8.88	eV

Geometry as XYZ:
```
22
Properties=species:S:1:pos:R:3:mulliken_charge:R:1
N -1.56541 -0.98569 1.68953 -0.0185
N 0.25748 -2.13802 1.57198 0.2112
N 0.57559 0.88732 -0.28276 0.3641
N -0.85008 -3.00815 1.17023 -0.5904
C 1.90816 -0.89973 -0.60950 -0.2932
C -1.07502 2.58247 0.10087 -1.0463
C 0.81208 -1.04010 -1.44039 -0.5848
C 0.09580 2.04853 0.32136 0.4072
C -0.16015 -0.89361 1.81489 -0.5521
C 0.03695 0.06882 -1.25561 -0.2834
C 1.76656 0.30157 -0.03937 -0.6736
C -1.86092 -2.28081 1.33968 0.0542
H -2.93813 -2.51963 1.06191 0.3424
H -1.36538 3.49804 0.58594 0.2576
H -1.84987 2.24612 -0.55860 0.2746
H -2.12693 -0.12730 1.75870 0.2774
H -0.91703 0.47352 -1.60116 0.2450
H 2.66030 -1.60074 -0.63431 0.5793
H 0.89692 2.54120 0.91603 0.2386
H 1.18795 -2.42783 1.84442 0.2851
H 0.66048 -2.04716 -1.89617 0.3212
H 2.54566 0.66897 0.68309 0.1845
```


Which of them is the most stable, and which is the least stable? version a and version b, in that order.